1.
Computed, not measured: a structure of composition C29H32Cl3GeN6NaO3, with ωB97M-V/def2-TZVPD.

Geometry (Å):
Na: 0.7135 -1.7473 0.5441
O: 2.2362 -2.8629 -0.6249
C: 1.8222 -4.1122 -0.8782
C: 1.8058 -4.5636 -2.1991
C: 1.3241 -5.8231 -2.5010
C: 0.8460 -6.6602 -1.4976
C: 0.8608 -6.2163 -0.1890
C: 1.3595 -4.9570 0.1462
C: 1.3403 -4.5633 1.5623
N: 2.0497 -3.6454 2.0745
C: 1.8807 -3.3940 3.4976
C: 1.3739 -1.9725 3.7502
N: 0.2795 -1.6762 2.8601
C: -0.7261 -1.0190 3.2785
C: -1.8643 -0.5799 2.4853
C: -2.7101 0.3587 3.0823
C: -3.7623 0.9511 2.4113
C: -3.9848 0.5715 1.0816
C: -3.1957 -0.3660 0.4615
C: -2.0923 -0.9989 1.1215
O: -1.3893 -1.8752 0.5335
H: 2.1690 -3.8909 -2.9647
H: 1.3154 -6.1552 -3.5323
H: 0.4601 -7.6415 -1.7391
H: 0.4792 -6.8490 0.6047
H: 0.6525 -5.1379 2.1961
H: 2.8559 -3.5202 3.9745
H: 1.1804 -4.1231 3.9279
H: 2.1923 -1.2795 3.5366
H: 1.1050 -1.8693 4.8125
H: -0.7645 -0.7004 4.3352
H: -2.5050 0.6431 4.1112
H: -4.3958 1.6804 2.8989
H: -4.8052 1.0189 0.5276
H: -3.3833 -0.6646 -0.5638
C: -2.5198 3.7420 -3.7662
C: -1.8459 4.8139 -2.9225
N: -1.3665 4.2859 -1.6530
C: -2.3076 4.2880 -0.5383
C: -2.3052 5.6072 0.2192
C: -0.1028 3.7825 -1.6134
O: 0.6272 3.7869 -2.5939
C: 0.3683 3.2072 -0.3107
C: 1.3789 3.8224 0.4122
C: 1.8139 3.2245 1.5843
C: 1.2143 2.0371 1.9839
N: 0.2491 1.4404 1.2953
C: -0.1511 2.0128 0.1710
H: -2.8989 4.1628 -4.6991
H: -3.3589 3.2887 -3.2350
H: -1.8029 2.9569 -4.0062
H: -2.5354 5.6327 -2.7027
H: -0.9925 5.2275 -3.4571
H: -2.0868 3.4680 0.1391
H: -3.2988 4.0792 -0.9489
H: -1.3226 5.7854 0.6586
H: -3.0408 5.5887 1.0245
H: -2.5416 6.4460 -0.4381
H: 1.8262 4.7412 0.0527
H: 2.6082 3.6598 2.1752
H: 1.5313 1.5394 2.8944
H: -0.9380 1.4963 -0.3700
N: 2.0936 0.1112 -1.9942
C: 2.0350 -0.0004 -3.3321
C: 0.7716 -0.4571 -3.6345
C: 0.1435 -0.6034 -2.3828
N: 0.9578 -0.2555 -1.3986
H: 2.8955 0.3069 -1.4141
H: 2.8824 0.2459 -3.9480
H: 0.3667 -0.6582 -4.6107
H: -0.8463 -0.9590 -2.1392
Cl: 5.1829 -1.9880 -1.3225
Ge: 3.8729 -2.6238 0.4175
Cl: 5.4376 -3.0388 2.1771
Cl: 3.2823 -0.5629 1.1011

Computed properties:
Maximum force in hartree/bohr: 0.009
Highest occupied orbital energy (spin up / spin down) in eV: -4.21 / -4.38
2S+1: 2
Kohn-Sham gap (spin up / spin down) in eV: 6.35 / 6.26
Charge: -1
Total energy in Ha: -5298.6066
<S²>: 0.75
E_LUMO (spin up / spin down) in eV: 2.144 / 1.882



2.
Computed, not measured: the molecule C2HClF2 at a distorted geometry, with ωB97M-V/def2-TZVPD.

Geometry (Å):
C: -0.5298 -0.3069 -0.0909
C: 0.5765 0.2626 0.0077
H: -0.2270 -1.4322 0.2512
F: 1.6651 -0.3735 -0.0826
F: 0.6520 1.5676 -0.0338
Cl: -2.1370 0.2824 -0.0516

Computed properties:
Maximum force in hartree/bohr: 0.150
SMILES: FC(F)=CCl
Highest occupied orbital energy in eV: -9.86
ΔE to the lowest compared entry with this formula, charge and spin in kcal/mol: 23.7
Kohn-Sham gap in eV: 10.69
Total energy in Ha: -736.6634
E_LUMO in eV: 0.838



3.
Computed, not measured: the molecule C5H11NO at a distorted geometry, with ωB97M-V/def2-TZVPD.

Geometry (Å):
O: -2.5219 -0.7019 1.2449
C: -1.8163 -1.1094 0.3633
C: -0.3532 -1.4652 0.4570
C: 0.4772 -0.9546 -0.7185
C: 0.1438 0.5021 -1.1117
C: 0.2547 1.4416 0.0930
N: 1.6288 1.3836 0.6467
H: -2.2395 -1.2355 -0.6611
H: 0.0251 -1.0922 1.4156
H: -0.2131 -2.5405 0.5947
H: 0.2303 -1.5792 -1.5780
H: 1.5231 -0.9523 -0.4314
H: -0.8825 0.5689 -1.4873
H: 0.7537 0.8739 -1.9316
H: -0.5576 1.2695 0.8030
H: 0.0912 2.4717 -0.2328
H: 1.6368 0.8255 1.5058
H: 1.8195 2.2940 1.0282

Computed properties:
Maximum force in hartree/bohr: 0.024
SMILES: NCCCCC=O
Highest occupied orbital energy in eV: -9.76
ΔE to the lowest compared entry with this formula, charge and spin in kcal/mol: 30.1
Kohn-Sham gap in eV: 10.79
Total energy in Ha: -327.0833
E_LUMO in eV: 1.028



4.
Computed, not measured: a structure of composition C29H37BN3OSTc, with ωB97M-V/def2-TZVPD.

Geometry (Å):
Tc: -0.3642 -0.7531 -0.3672
C: -1.6908 -4.9554 -0.4839
C: -2.5212 -3.7218 -0.2803
C: -3.8130 -3.6283 -0.7891
C: -4.5689 -2.4640 -0.6832
C: -4.0673 -1.3377 -0.0488
C: -2.7942 -1.3716 0.5082
C: -2.3217 -0.2456 1.4056
C: -2.0508 -2.5894 0.3918
N: -0.7065 -2.3954 0.7585
C: 0.2003 -2.9374 1.4791
C: 0.0679 -4.1563 2.3009
C: 1.4530 -2.0983 1.4226
C: 2.6589 -2.4521 2.1952
N: 1.3382 -1.0396 0.6852
C: 2.3369 0.0044 0.5891
C: 3.2765 -0.0460 -0.4521
C: 3.3507 -1.1790 -1.4406
C: 4.1926 0.9971 -0.5156
C: 4.1645 2.0347 0.4049
C: 3.2255 2.0471 1.4240
C: 2.2881 1.0273 1.5462
C: 1.3386 1.0263 2.7162
H: -1.9327 -5.4201 -1.4378
H: -1.8942 -5.6931 0.2958
H: -0.6201 -4.7452 -0.4868
H: -4.2294 -4.4836 -1.3073
H: -5.5663 -2.4401 -1.1020
H: -4.6797 -0.4509 0.0529
H: -2.9450 0.6366 1.2788
H: -1.2698 0.1487 1.2847
H: -2.3216 -0.5436 2.4566
H: -0.9656 -4.4910 2.3457
H: 0.4405 -3.9751 3.3117
H: 0.6821 -4.9568 1.8738
H: 2.9322 -3.4924 1.9950
H: 2.4369 -2.3907 3.2668
H: 3.4947 -1.7966 1.9664
H: 3.1270 -2.1488 -0.9917
H: 4.3520 -1.2402 -1.8614
H: 2.6632 -1.0324 -2.2753
H: 4.9528 0.9807 -1.2867
H: 4.8969 2.8290 0.3396
H: 3.2348 2.8433 2.1591
H: 1.0150 2.0396 2.9499
H: 1.8330 0.6401 3.6105
H: 0.4438 0.4218 2.5570
C: -2.3017 7.0786 0.8530
C: -1.6367 5.8514 0.3124
C: -0.3838 5.4479 0.7745
C: 0.2439 4.3356 0.2435
C: -0.3925 3.6194 -0.7717
C: -1.6529 3.9956 -1.2488
C: -2.2619 5.0991 -0.6970
S: 0.5233 2.3068 -1.4276
C: 0.3763 2.4970 -3.1926
O: -0.3760 0.9920 -1.2176
H: -1.8354 7.4197 1.7742
H: -3.3617 6.9039 1.0342
H: -2.2304 7.8862 0.1207
H: 0.1087 6.0216 1.5488
H: 1.2273 4.0372 0.5889
H: -2.1497 3.4397 -2.0343
H: -3.2356 5.4066 -1.0576
H: -0.6711 2.5337 -3.4835
H: 0.8877 1.6579 -3.6611
H: 0.8813 3.4310 -3.4435
B: 0.6327 -3.8915 -3.4759
C: 0.3636 -2.7445 -2.5549
N: 0.1330 -1.8441 -1.8192
H: 1.1985 -3.4712 -4.4509
H: -0.4658 -4.3687 -3.6838
H: 1.3056 -4.6457 -2.7924

Computed properties:
Maximum force in hartree/bohr: 0.004
Highest occupied orbital energy (spin up / spin down) in eV: -17.17 / -17.16
2S+1: 4
ΔE to the lowest compared entry with this formula, charge and spin in kcal/mol: 0.0
Kohn-Sham gap (spin up / spin down) in eV: 6.32 / 5.16
Charge: +3
Total energy in Ha: -1869.5382
<S²>: 3.78
E_LUMO (spin up / spin down) in eV: -10.848 / -12.007



5.
Computed, not measured: a structure of composition C19H15BF4N3O3RuS, with ωB97M-V/def2-TZVPD.

Geometry (Å):
Ru: -0.9336 0.6060 0.0046
O: 3.5402 0.8656 -0.7762
C: 3.8843 1.3262 0.4352
C: 5.1840 1.8327 0.5565
C: 5.6296 2.3527 1.7514
C: 4.7949 2.3745 2.8707
C: 3.5164 1.8733 2.7611
C: 3.0313 1.3564 1.5521
C: 1.6145 0.9478 1.4561
O: 1.1827 0.5531 0.2946
N: 0.8524 1.0584 2.5077
N: -0.4407 0.6703 2.2016
C: -1.2297 0.4986 3.1975
C: -2.6149 0.0976 3.1079
C: -3.3209 -0.0571 4.3101
C: -4.6371 -0.4580 4.3257
C: -5.2788 -0.7183 3.1133
C: -4.6144 -0.5745 1.9156
C: -3.2750 -0.1617 1.8845
O: -2.6839 -0.0266 0.7131
H: 2.6200 0.5302 -0.7543
H: 5.8213 1.7966 -0.3174
H: 6.6389 2.7387 1.8209
H: 5.1494 2.7679 3.8135
H: 2.8473 1.8765 3.6110
H: -0.8139 0.6569 4.1923
H: -2.8034 0.1447 5.2409
H: -5.1636 -0.5723 5.2629
H: -6.3128 -1.0393 3.1088
H: -5.1029 -0.7752 0.9717
S: -1.4379 3.0455 -0.1313
C: 0.1685 3.5158 -0.5789
N: 1.0706 3.7506 0.4024
C: 2.3563 4.1016 0.1895
C: 2.8096 4.2580 -1.0877
C: 1.9163 4.0346 -2.1406
C: 0.6109 3.6766 -1.8941
H: 0.7578 3.5703 1.3519
H: 2.9739 4.2177 1.0686
H: 3.8424 4.5165 -1.2623
H: 2.2546 4.1285 -3.1640
H: -0.0805 3.4727 -2.6958
F: 1.4708 -0.7672 -2.4209
B: 0.1339 -0.4894 -2.5301
F: -0.0971 0.9218 -2.2435
F: -0.4402 -0.8404 -3.7094
F: -0.5790 -1.1263 -1.4129

Computed properties:
Maximum force in hartree/bohr: 0.003
Highest occupied orbital energy (spin up / spin down) in eV: -8.12 / -8.36
2S+1: 6
ΔE to the lowest compared entry with this formula, charge and spin in kcal/mol: 0.0
Kohn-Sham gap (spin up / spin down) in eV: 7.33 / 6.56
Total energy in Ha: -2040.6214
<S²>: 8.76
E_LUMO (spin up / spin down) in eV: -0.782 / -1.805



6.
Computed, not measured: the molecule C6H11BrO at a distorted geometry, with ωB97M-V/def2-TZVPD.

Geometry (Å):
C: 0.7796 1.3626 -0.3419
C: -0.7165 1.7141 -0.3070
C: 1.0420 -0.0515 -0.9117
C: -1.4506 0.8342 0.6353
C: 0.2693 -1.1280 -0.2412
C: 0.6677 -1.7225 1.0642
O: -0.6393 -1.7566 -1.0148
Br: -3.0547 0.0094 0.0851
H: 1.3144 2.0859 -0.9624
H: 1.1827 1.4209 0.6708
H: -0.7881 2.7668 -0.0013
H: -1.1273 1.6085 -1.3133
H: 0.7776 -0.0589 -1.9713
H: 2.1165 -0.2313 -0.8110
H: -1.3851 0.9894 1.6987
H: 1.5406 -2.3736 0.9395
H: -0.1434 -2.3236 1.4738
H: 0.9303 -0.9528 1.7850
H: -1.3155 -2.1929 -0.4763

Computed properties:
Maximum force in hartree/bohr: 0.038
Highest occupied orbital energy (spin up / spin down) in eV: -6.53 / -7.38
ΔE to the lowest compared entry with this formula, charge and spin in kcal/mol: 22.7
Kohn-Sham gap (spin up / spin down) in eV: 7.08 / 8.22
Total energy in Ha: -2884.3671
E_LUMO (spin up / spin down) in eV: 0.557 / 0.841